ORCA calculation (wB97M-V/def2-TZVPD) on a 6-piece molecular cluster, C20H47BF4N2O7P overall in a non-equilibrium geometry.

As for the total charge: +1. As for the HOMO energy: -11.730 eV. The LUMO energy comes out at -3.7134 eV.

Last column: Löwdin charge in e.
Atoms and positions in Å:
C  4.667  -4.190  3.868  -0.108
C  3.501  -3.209  3.320  -0.259
C  3.454  -3.167  1.707  -0.138
C  3.508  -1.675  1.090  -0.085
N  2.352  -0.782  1.148  -0.165
P  0.896  -1.384  1.973  0.938
C  0.170  -0.129  3.188  -0.282
C  -0.391  -2.083  0.775  -0.269
C  2.649  0.487  0.482  -0.024
C  1.648  1.710  0.286  -0.247
F  1.763  2.099  -1.107  0.036
F  0.275  1.402  0.493  0.047
C  2.158  3.013  1.128  -0.143
F  2.935  3.821  0.203  0.002
F  1.096  3.836  1.591  0.044
C  4.136  0.328  0.037  0.115
N  4.627  -1.010  0.421  0.126
B  6.017  -1.593  0.202  -0.489
O  6.437  -2.277  -0.986  0.145
O  6.949  -1.447  1.312  0.115
H  5.679  -3.880  3.400  0.074
H  4.419  -5.258  3.545  0.089
H  4.656  -4.126  5.009  0.089
H  3.624  -2.125  3.695  0.112
H  2.466  -3.599  3.669  0.108
H  2.485  -3.661  1.307  0.114
H  4.314  -3.804  1.260  0.132
H  1.050  0.443  3.654  0.054
H  -0.344  -0.714  4.041  0.065
H  -0.619  0.580  2.729  0.054
H  -1.438  -1.969  1.249  0.075
H  -0.327  -1.695  -0.299  0.048
H  -0.206  -3.227  0.722  0.048
H  2.902  2.692  1.942  0.174
H  4.716  1.154  -0.526  0.165
H  6.455  -1.631  -1.741  0.137
H  6.826  -2.266  1.860  0.113
C  -0.657  2.630  -3.455  -0.087
C  -1.301  1.369  -3.991  -0.308
O  -0.914  0.248  -3.198  -0.107
H  0.432  2.536  -3.461  0.066
H  -0.939  3.499  -4.054  0.081
H  -0.957  2.806  -2.417  0.068
H  -0.983  1.183  -5.019  0.117
H  -2.391  1.449  -3.976  0.090
H  -1.208  0.418  -2.292  0.062
C  3.980  5.501  4.097  -0.093
C  3.906  6.623  3.082  -0.315
O  4.327  6.159  1.805  -0.084
H  5.000  5.114  4.168  0.078
H  3.664  5.846  5.085  0.078
H  3.342  4.664  3.796  0.052
H  4.560  7.447  3.374  0.117
H  2.884  7.007  2.997  0.111
H  3.737  5.435  1.549  0.043
C  -1.472  -4.280  -2.714  -0.090
C  -2.935  -4.091  -2.365  -0.317
O  -3.118  -2.864  -1.667  -0.103
H  -0.858  -4.280  -1.809  0.059
H  -1.316  -5.222  -3.246  0.077
H  -1.114  -3.458  -3.342  0.075
H  -3.282  -4.901  -1.720  0.115
H  -3.553  -4.078  -3.267  0.112
H  -2.817  -2.151  -2.248  0.075
C  -4.914  1.946  -1.278  -0.087
C  -5.003  3.061  -2.299  -0.312
O  -4.594  2.587  -3.577  -0.095
H  -3.890  1.564  -1.216  0.062
H  -5.221  2.296  -0.289  0.077
H  -5.551  1.105  -1.566  0.053
H  -4.348  3.889  -2.018  0.111
H  -6.026  3.442  -2.377  0.112
H  -5.184  1.862  -3.822  0.085
C  -6.946  -2.641  -1.369  -0.094
C  -7.919  -1.481  -1.292  -0.318
O  -7.496  -0.436  -2.159  -0.099
H  -5.940  -2.316  -1.090  0.064
H  -7.253  -3.453  -0.704  0.076
H  -6.885  -3.028  -2.390  0.074
H  -7.960  -1.083  -0.276  0.114
H  -8.927  -1.793  -1.582  0.110
H  -7.470  -0.793  -3.058  0.085